(1)
# C15H28N7O3S2SbV

A structure of composition C15H28N7O3S2SbV in a non-equilibrium geometry (the ωB97M-V functional and the def2-TZVPD basis, the Open Molecules 2025 dataset).

Properties
HOMO level (alpha / beta): -16.89 / -16.88 eV
ΔE to the lowest compared entry with this formula, charge and spin: 55.5 kcal per mole
HOMO-LUMO gap (alpha / beta): 6.03 / 5.94 eV
calculated total energy: -3176.93609 Eh

The geometry in ORCA input format:
```
! wB97M-V def2-TZVPD RIJCOSX def2/J DEFGRID3
* xyz 3 3
V -0.45384 0.27552 -0.60782
N 0.32534 -0.41247 3.02132
N -0.43860 -1.58039 2.96795
C -1.10243 -1.92344 1.87860
N -1.74140 -3.06979 1.85126
N -1.21687 -0.98938 0.85201
N -1.39003 -1.51180 -0.41075
O -0.98196 -2.61155 -0.77521
O -2.00241 -0.66370 -1.20143
H 1.19768 -0.63347 3.48679
H -0.16301 0.26269 3.59987
H -0.51503 -2.16558 3.78921
H -1.70023 -3.71755 2.62630
H -2.27945 -3.36728 1.05286
O 0.03137 1.83190 0.15656
S -0.44074 2.82206 1.31443
C -2.19635 3.17427 0.93101
C -2.27627 4.65565 0.54241
C -0.96098 4.99704 -0.15565
C 0.13067 4.44084 0.75413
H -2.79536 2.90382 1.79975
H -2.44841 2.51172 0.10548
H -2.40206 5.26637 1.43665
H -3.14255 4.82874 -0.09358
H -0.83377 6.07171 -0.27706
H -0.90154 4.54038 -1.14497
H 0.24151 5.02414 1.67362
H 1.11238 4.30446 0.30156
N 1.26664 -1.89459 -2.76177
C 0.69104 -0.76532 -3.27991
N 0.04329 0.14624 -2.56067
C -0.49753 1.14803 -3.41345
C -1.32766 2.19382 -3.02499
C -1.75976 3.09075 -3.98160
C -1.36661 2.95835 -5.31486
C -0.55558 1.91388 -5.71374
C -0.13666 1.01248 -4.74347
S 0.80664 -0.43065 -4.95056
H 0.64787 -2.45986 -2.19684
H 1.72793 -2.47324 -3.45186
H -1.65753 2.29205 -1.99698
H -2.41783 3.90392 -3.70125
H -1.71133 3.67516 -6.04917
H -0.27263 1.79529 -6.75286
C 3.11649 -1.99323 0.42021
Sb 2.19856 -0.15879 -0.09679
C 3.33726 0.62166 -1.70224
C 2.91810 1.16778 1.39282
H 4.15955 -1.76892 0.65226
H 3.07003 -2.68090 -0.41989
H 2.63974 -2.43438 1.29368
H 4.34603 0.79868 -1.33006
H 2.90445 1.56596 -2.02484
H 3.37636 -0.07589 -2.52768
H 4.00314 1.06250 1.41524
H 2.51461 0.94989 2.37636
H 2.67619 2.19032 1.10828
*
```



(2)
# C15H28O4P2PdS2

A structure of composition C15H28O4P2PdS2 (the ωB97M-V functional and the def2-TZVPD basis, the Open Molecules 2025 dataset).

Properties
HOMO level (alpha / beta): 0.47 / 0.45 eV
ΔE to the lowest compared entry with this formula, charge and spin: 34.5 kcal per mole
HOMO-LUMO gap (alpha / beta): 4.21 / 4.22 eV
calculated total energy: -2496.28287 Eh

The geometry in ORCA input format:
```
! wB97M-V def2-TZVPD RIJCOSX def2/J DEFGRID3
* xyz -2 1
Pd -1.52966 0.13305 -0.98117
C 3.00497 3.27615 -1.09682
P 1.53565 2.19807 -0.75743
C 1.83724 0.90845 -2.02874
C 2.10057 1.29454 0.74360
C 3.44101 1.15717 1.08844
C 3.83468 0.47626 2.23087
C 2.87639 -0.08501 3.05829
C 1.53578 0.04048 2.73713
C 1.11682 0.72596 1.59646
P -0.63925 0.77990 1.07506
C -1.51957 -0.03688 2.47052
C -1.12010 2.50820 1.45310
H 3.93996 2.73338 -1.27629
H 3.14868 3.98600 -0.27913
H 2.76952 3.84400 -1.99883
H 2.86729 0.53520 -1.99918
H 1.61297 1.33792 -3.00753
H 1.14412 0.07632 -1.84887
H 4.20950 1.58007 0.44899
H 4.88868 0.37364 2.46658
H 3.17220 -0.62801 3.94876
H 0.80134 -0.41576 3.38912
H -1.34532 0.45427 3.43340
H -1.26848 -1.09444 2.53538
H -2.57813 0.03615 2.21065
H -0.94360 2.76199 2.50060
H -2.18106 2.58034 1.20726
H -0.58247 3.18990 0.79360
O -1.10197 2.30132 -3.46954
H -1.73000 2.49929 -2.75074
H -1.20101 1.34143 -3.51533
O -4.48696 0.68859 0.00592
S -4.13410 1.24804 -1.29805
O -5.25965 1.84937 -1.99825
O -2.97762 2.17208 -1.18380
S -3.33616 -0.28488 -2.47270
C 0.26156 -2.87256 0.57680
C -0.73949 -2.81411 -0.59056
C -2.16650 -2.89908 -0.01201
C -0.51038 -4.06286 -1.45357
C -0.48313 -1.57459 -1.46129
H 0.05838 -3.71477 1.25463
H 0.21939 -1.94927 1.15162
H 1.28161 -2.96134 0.19318
H -2.30505 -3.82648 0.56751
H -2.90504 -2.86072 -0.81336
H -2.37253 -2.04643 0.63188
H -0.55846 -4.97900 -0.85053
H 0.47429 -4.01559 -1.93044
H -1.26798 -4.12366 -2.23958
H -0.88895 -1.84209 -2.45556
*
```



- Number 2 is which compound?
  C15H28O4P2PdS2